254
Properties=species:S:1:pos:R:3:forces:R:3:lowdin_charge:R:1 method="wB97M-V/def2-TZVPD" homo_energy_ev=-9.260 relative_energy_kcal_mol=6.6
C 2.166 0.999 4.746 -0.5 0.7 -1.6 -0.06
O 1.186 0.725 3.693 0.4 -0.7 0.7 -0.22
C 1.354 1.372 2.403 1.6 -0.7 1.5 -0.13
C 0.954 0.392 1.291 0.2 2.1 -0.1 -0.18
O -0.438 0.388 1.322 -1.7 -1.4 -0.1 -0.11
C -1.122 -0.308 0.274 -0.2 0.9 -0.9 -0.14
C -1.278 0.513 -1.045 0.1 0.0 1.1 -0.18
O -0.103 0.579 -1.830 0.0 -1.6 0.1 -0.18
C 0.074 -0.693 -2.477 0.2 0.2 -1.4 -0.08
H 1.845 0.546 5.684 -0.2 -0.1 -0.3 0.07
H 2.241 2.080 4.864 -0.1 0.2 0.3 0.08
H 3.177 0.678 4.495 0.0 -0.5 -0.3 0.07
H 2.421 1.585 2.340 0.2 0.1 -0.5 0.10
H 0.860 2.340 2.487 -0.5 -0.1 -0.7 0.11
H 1.516 -0.536 1.398 -0.5 -0.5 0.4 0.11
H 1.222 0.770 0.305 0.6 0.4 -0.1 0.10
H -2.148 -0.541 0.559 0.0 0.3 0.7 0.12
H -0.713 -1.290 0.036 0.6 0.0 0.1 0.11
H -1.552 1.551 -0.854 -0.1 -0.1 0.4 0.11
H -2.106 0.058 -1.589 -0.1 -0.1 -0.4 0.12
H 1.128 -0.875 -2.686 0.0 0.2 0.1 0.07
H -0.462 -0.679 -3.426 0.2 0.3 -0.4 0.06
H -0.347 -1.615 -2.075 0.0 0.3 1.2 0.09
C -1.579 -3.718 5.671 -0.2 0.5 0.8 -0.10
O -2.255 -2.536 5.256 0.2 0.9 -1.1 -0.20
C -1.388 -1.417 4.848 0.0 -1.1 1.3 -0.14
C -0.822 -0.641 6.031 0.1 0.4 -1.4 -0.21
O 0.256 -1.304 6.622 0.8 -0.8 0.8 -0.14
C 0.673 -0.683 7.824 1.0 -0.3 0.5 -0.18
C 2.111 -1.092 8.274 -1.2 -1.6 -1.2 -0.15
O 2.017 -2.537 8.284 0.5 -0.2 -0.1 -0.20
C 3.218 -3.319 8.393 0.0 1.2 0.6 -0.09
H -2.269 -4.542 5.849 -0.6 0.2 -0.5 0.08
H -1.193 -3.527 6.672 0.8 -0.1 -0.2 0.08
H -0.846 -4.075 4.947 0.3 0.2 0.0 0.08
H -1.904 -0.676 4.238 -0.6 -0.4 0.0 0.13
H -0.557 -1.780 4.241 0.1 -0.2 0.0 0.10
H -1.624 -0.344 6.708 0.0 -0.2 0.3 0.14
H -0.390 0.241 5.557 -0.3 0.6 0.1 0.09
H 0.042 -1.036 8.640 -0.4 0.4 0.1 0.13
H 0.656 0.398 7.686 -0.2 0.3 0.3 0.12
H 2.380 -0.696 9.254 -0.2 0.1 0.1 0.12
H 2.840 -0.735 7.546 0.3 -0.2 -0.2 0.09
H 4.003 -2.877 7.779 0.1 -0.1 -0.2 0.07
H 3.077 -4.374 8.156 -0.6 0.3 -0.4 0.08
H 3.575 -3.320 9.423 0.1 0.2 0.2 0.08
C 3.275 4.483 -4.838 -0.5 0.7 0.4 -0.12
O 2.901 3.125 -4.761 0.5 -0.2 0.3 -0.20
C 4.033 2.265 -4.833 -0.3 -0.2 0.2 -0.18
C 3.477 0.846 -4.847 0.0 -1.2 -0.8 -0.16
O 4.435 -0.253 -4.784 -1.3 1.8 0.8 -0.16
C 5.175 -0.348 -5.971 1.3 -0.9 0.8 -0.18
C 6.255 -1.436 -5.666 -0.2 0.7 0.8 -0.15
O 7.382 -0.788 -5.004 -1.8 0.1 -0.8 -0.20
C 8.371 -1.641 -4.519 0.5 0.0 -0.7 -0.13
H 4.157 4.745 -4.254 0.3 -0.4 0.0 0.09
H 2.479 5.077 -4.389 -0.2 -0.1 -0.1 0.09
H 3.410 4.837 -5.860 0.1 -0.2 -0.2 0.09
H 4.687 2.384 -3.969 0.1 0.2 0.3 0.12
H 4.609 2.539 -5.717 0.1 -0.3 -0.2 0.12
H 2.892 0.699 -5.754 0.0 0.2 -0.5 0.12
H 2.716 0.691 -4.082 0.4 0.1 0.6 0.11
H 5.689 0.589 -6.186 0.2 0.1 -0.1 0.12
H 4.501 -0.563 -6.801 0.1 -0.4 -0.2 0.12
H 6.459 -2.054 -6.540 0.8 0.4 -0.3 0.12
H 5.880 -2.146 -4.929 -0.6 0.0 0.0 0.12
H 8.112 -2.416 -3.798 -0.8 0.1 0.2 0.08
H 9.089 -0.977 -4.037 0.3 -0.2 -0.2 0.09
H 8.763 -2.156 -5.396 0.8 -0.2 0.1 0.09
C -1.586 5.004 -11.918 1.0 -0.3 0.3 -0.09
O -0.822 5.254 -10.726 0.3 0.5 -0.6 -0.19
C -0.687 4.126 -9.900 -0.5 -0.7 0.9 -0.21
C -0.014 4.416 -8.525 -0.8 0.0 0.9 -0.14
O -0.477 3.431 -7.529 -0.3 0.3 -0.6 -0.16
C -0.214 3.795 -6.151 0.1 -0.3 -0.4 -0.15
C -0.464 2.677 -5.081 -0.8 -0.2 -1.2 -0.13
O -1.859 2.290 -4.947 0.7 0.2 -1.8 -0.21
C -2.581 2.869 -3.899 1.3 0.1 0.8 -0.11
H -1.209 4.134 -12.455 0.1 -0.4 0.2 0.08
H -1.408 5.820 -12.619 -0.3 0.3 0.4 0.09
H -2.642 4.826 -11.714 -0.1 0.3 0.1 0.09
H -0.168 3.290 -10.368 0.3 0.1 -0.4 0.12
H -1.704 3.772 -9.728 -0.1 -0.3 0.6 0.12
H -0.256 5.431 -8.211 -0.6 0.1 0.1 0.12
H 1.075 4.465 -8.531 0.3 -0.6 -0.4 0.11
H -0.822 4.649 -5.850 0.0 0.3 -0.2 0.12
H 0.840 4.069 -6.205 0.2 0.1 0.9 0.10
H -0.045 2.956 -4.114 -0.1 0.4 0.0 0.10
H 0.065 1.769 -5.371 -0.1 -0.1 -0.2 0.12
H -2.517 3.955 -3.844 -0.1 0.3 -0.4 0.09
H -2.015 2.507 -3.040 -0.7 0.1 0.9 0.06
H -3.626 2.559 -3.905 0.2 -0.2 -0.1 0.10
C -0.983 -8.553 -2.410 -1.1 -0.6 0.0 -0.09
O -2.171 -7.760 -2.144 1.4 0.4 -0.5 -0.17
C -1.813 -6.390 -2.040 0.4 0.7 -1.1 -0.19
C -1.824 -5.576 -3.388 -1.1 -0.5 0.6 -0.19
O -0.694 -5.850 -4.151 1.7 -0.6 -0.9 -0.13
C -0.565 -5.460 -5.529 -0.2 0.2 0.4 -0.16
C -0.392 -3.955 -5.759 -0.2 0.1 1.1 -0.17
O 0.775 -3.302 -5.178 -0.5 -1.0 -0.6 -0.17
C 1.006 -2.036 -5.779 -0.5 -0.5 -0.1 -0.11
H -0.375 -8.696 -1.517 -0.2 0.0 0.4 0.07
H -0.288 -8.195 -3.170 -0.5 0.5 -0.3 0.08
H -1.419 -9.499 -2.730 0.4 -0.2 0.0 0.09
H -0.801 -6.346 -1.638 0.1 0.4 0.2 0.11
H -2.498 -5.888 -1.358 -0.1 -0.1 0.0 0.11
H -1.949 -4.514 -3.181 0.4 0.3 0.3 0.11
H -2.748 -5.842 -3.902 -0.2 -0.3 -0.3 0.12
H -1.424 -5.809 -6.102 -0.8 0.5 0.1 0.12
H 0.169 -6.053 -6.074 0.9 0.0 1.0 0.12
H -1.254 -3.513 -5.258 -0.3 0.4 -0.1 0.10
H -0.511 -3.781 -6.828 0.4 0.2 -0.2 0.12
H 0.081 -1.460 -5.812 -0.1 0.3 0.2 0.08
H 1.305 -2.175 -6.818 0.3 0.1 -0.2 0.09
H 1.767 -1.500 -5.211 0.0 -0.2 0.0 0.07
C -9.609 0.432 -0.245 0.0 0.4 -0.1 -0.12
O -8.823 -0.060 0.789 0.8 -0.9 1.2 -0.19
C -8.372 -1.405 0.634 -0.1 0.4 -0.8 -0.18
C -7.681 -1.876 1.905 -1.5 1.9 0.1 -0.22
O -7.236 -3.164 1.808 0.9 -1.4 0.6 -0.15
C -6.550 -3.596 2.999 0.5 -1.3 -1.5 -0.14
C -5.067 -3.244 2.964 0.0 0.7 0.3 -0.18
O -4.498 -3.551 1.691 -3.0 0.4 -0.2 -0.18
C -3.151 -3.743 1.649 1.4 0.1 0.0 -0.13
H -9.493 1.511 -0.141 -0.4 0.1 -0.3 0.09
H -10.650 0.129 -0.141 -0.2 0.0 0.0 0.09
H -9.271 0.127 -1.236 0.2 -0.1 -0.1 0.09
H -7.717 -1.405 -0.237 0.3 -0.3 -0.1 0.12
H -9.211 -2.053 0.381 -0.2 -0.2 0.1 0.12
H -8.459 -1.834 2.667 -0.1 0.2 0.5 0.13
H -6.929 -1.132 2.169 0.4 0.0 0.0 0.13
H -6.519 -4.685 2.977 -0.6 -0.2 -0.3 0.12
H -7.098 -3.329 3.903 0.3 0.5 0.1 0.13
H -4.562 -3.772 3.773 0.1 -0.3 0.0 0.12
H -4.987 -2.191 3.236 0.5 0.4 -0.4 0.12
H -2.932 -4.785 1.885 0.6 0.1 0.9 0.08
H -2.696 -2.929 2.214 0.8 -0.6 0.7 0.09
H -2.697 -3.638 0.664 -0.7 0.2 -0.5 0.08
C -10.030 -4.138 -1.782 0.4 2.0 -0.5 -0.11
O -8.692 -3.606 -1.748 0.6 -1.9 1.4 -0.20
C -7.784 -4.468 -0.964 -0.1 0.5 -1.1 -0.15
C -6.307 -3.979 -1.013 -1.5 0.0 0.2 -0.17
O -5.937 -3.695 -2.350 -0.9 -2.3 -0.6 -0.10
C -4.868 -2.867 -2.482 0.5 2.8 1.5 -0.25
C -4.268 -2.626 -3.827 -0.2 -0.7 -0.8 -0.20
O -3.189 -1.729 -3.695 0.3 -0.2 0.9 -0.20
C -3.021 -0.787 -4.717 -0.2 0.1 -0.4 -0.11
H -10.145 -5.084 -2.311 0.2 -0.1 0.1 0.09
H -10.513 -3.319 -2.315 -0.4 -0.4 -0.6 0.08
H -10.579 -4.104 -0.841 0.5 -0.6 0.6 0.08
H -7.808 -5.489 -1.346 -0.1 -0.1 -0.6 0.11
H -8.146 -4.576 0.059 0.2 0.5 0.2 0.11
H -5.722 -4.791 -0.582 0.3 -0.1 0.0 0.13
H -6.185 -3.137 -0.331 0.1 0.3 -0.3 0.10
H -4.046 -3.028 -1.784 0.1 -0.5 0.3 0.13
H -5.296 -1.893 -2.244 0.5 0.8 0.6 0.13
H -5.045 -2.167 -4.438 0.0 -0.4 -0.6 0.13
H -3.893 -3.581 -4.197 -0.2 -0.1 -0.7 0.11
H -2.261 -0.077 -4.388 -0.3 0.1 -0.1 0.06
H -3.964 -0.295 -4.956 -0.1 0.4 0.3 0.09
H -2.718 -1.211 -5.674 0.3 -0.4 -0.1 0.09
C -0.799 -6.423 1.173 -0.2 0.6 0.0 -0.12
O -0.307 -5.093 1.062 0.3 0.0 0.4 -0.21
C 1.006 -4.930 1.642 -0.8 0.1 -1.0 -0.16
C 1.353 -3.421 1.599 -0.1 -1.5 -0.5 -0.20
O 2.579 -3.175 2.222 0.5 0.2 1.5 -0.15
C 2.412 -2.643 3.558 2.1 0.3 0.4 -0.12
C 3.810 -2.412 4.304 0.1 0.3 -2.1 -0.12
O 4.616 -1.372 3.703 0.0 0.8 -0.2 -0.22
C 5.396 -1.643 2.523 -0.4 -0.5 0.2 -0.08
H -0.235 -7.158 0.598 0.5 0.0 0.0 0.08
H -1.801 -6.440 0.744 0.0 0.1 0.2 0.07
H -0.832 -6.702 2.226 -0.1 -0.3 0.1 0.09
H 1.650 -5.537 1.005 0.6 0.2 0.2 0.12
H 1.058 -5.325 2.656 -0.2 0.0 0.3 0.12
H 0.515 -2.894 2.055 0.0 0.4 -0.1 0.12
H 1.503 -3.144 0.555 -0.4 0.2 -0.1 0.12
H 1.843 -3.285 4.231 -0.3 -0.3 -0.2 0.12
H 1.919 -1.679 3.440 -0.1 0.2 0.4 0.10
H 4.490 -3.261 4.360 -0.5 -0.7 -0.2 0.12
H 3.646 -2.129 5.344 -0.4 0.3 -0.1 0.10
H 5.941 -2.580 2.635 -0.1 -0.2 0.0 0.09
H 6.143 -0.879 2.307 -0.1 0.3 0.9 0.07
H 4.821 -1.660 1.597 -0.5 -0.3 0.2 0.06
C 3.632 -1.302 -1.168 -0.1 0.9 -0.7 -0.03
C 4.449 0.017 -1.411 -1.0 -1.7 -0.2 -0.17
O 4.837 0.463 -0.124 1.1 0.6 1.4 0.01
C 5.482 1.616 -0.003 -0.7 1.5 -3.4 -0.33
O 5.839 2.305 -0.976 -0.5 -1.6 3.1 0.12
C 5.496 2.118 1.472 0.0 -1.2 0.3 -0.50
F 6.700 1.892 1.995 0.8 1.0 -0.2 0.16
F 5.143 3.415 1.507 0.4 -1.0 0.3 0.17
F 4.711 1.369 2.290 -0.5 1.0 -0.8 0.13
H 4.139 -2.213 -0.847 0.7 0.4 -0.1 0.08
H 3.178 -1.525 -2.134 -0.1 -0.2 0.0 0.06
H 2.841 -1.168 -0.431 -0.1 0.4 -0.1 0.05
H 3.833 0.805 -1.844 -0.2 -0.1 -0.1 0.10
H 5.257 -0.161 -2.121 0.4 0.1 0.4 0.13
C 5.999 1.771 5.978 -1.0 -0.5 0.4 -0.03
C 5.739 0.680 7.060 0.5 -0.4 -2.0 -0.20
O 5.567 1.343 8.268 -0.1 1.5 2.2 0.02
C 5.463 0.728 9.436 0.6 -2.9 -0.3 -0.34
O 5.517 -0.495 9.606 -0.3 3.2 -0.1 0.12
C 5.321 1.762 10.610 0.3 -0.3 0.7 -0.48
F 6.352 1.566 11.514 -1.6 0.1 -1.1 0.13
F 5.371 3.027 10.211 0.2 -0.2 -0.1 0.17
F 4.122 1.601 11.220 1.0 -0.2 -0.1 0.15
H 6.854 2.429 6.137 0.2 -0.4 0.3 0.08
H 5.125 2.423 5.970 -0.1 0.1 0.0 0.07
H 6.055 1.331 4.983 0.1 -0.2 0.1 0.06
H 6.546 -0.052 7.091 0.2 0.1 0.3 0.13
H 4.828 0.110 6.876 -0.1 0.1 -0.4 0.11
C 2.529 5.524 2.448 -1.2 -0.5 -0.1 -0.07
C 1.902 6.886 2.579 1.5 1.3 1.0 -0.21
O 1.699 7.421 1.270 -1.0 1.0 -1.7 0.02
C 1.261 8.688 1.053 0.9 1.4 5.1 -0.30
O 1.132 9.519 1.981 0.1 -2.4 -3.1 0.12
C 1.020 9.086 -0.408 0.1 -1.7 0.9 -0.62
F 1.835 10.000 -0.835 1.0 1.3 -0.2 0.22
F 1.221 8.003 -1.161 -0.6 -0.2 -0.6 0.16
F -0.212 9.541 -0.488 -0.8 0.0 -0.5 0.20
H 1.821 4.848 1.969 0.1 -0.2 -0.1 0.06
H 2.699 5.137 3.453 0.2 0.0 -0.1 0.08
H 3.447 5.553 1.862 0.0 0.1 0.2 0.07
H 2.664 7.473 3.091 0.2 0.6 -0.2 0.12
H 1.069 7.052 3.261 -0.6 -0.7 -0.6 0.13
C 3.079 4.389 -1.325 -0.6 -0.7 0.5 -0.02
C 2.005 3.272 -1.320 1.4 1.1 -1.3 -0.19
O 0.905 3.673 -0.547 -2.0 -0.2 1.4 0.02
C -0.077 4.387 -1.084 1.9 1.1 -3.1 -0.33
O 0.009 4.936 -2.191 -0.8 -1.4 2.6 0.12
C -1.321 4.539 -0.188 2.0 1.2 1.0 -0.55
F -1.070 4.113 1.068 -0.4 -0.2 -0.7 0.15
F -1.593 5.857 -0.090 -0.2 -0.3 -0.1 0.16
F -2.334 3.922 -0.716 -1.1 -0.6 -0.1 0.21
H 3.946 4.014 -1.870 0.1 0.2 0.1 0.06
H 3.326 4.575 -0.280 0.4 -0.1 0.0 0.06
H 2.736 5.354 -1.699 -0.2 -0.3 -0.4 0.08
H 2.424 2.374 -0.866 -0.3 0.0 0.2 0.11
H 1.676 3.043 -2.334 0.0 -0.1 0.0 0.11
C -4.155 6.248 4.021 -0.2 0.3 -0.4 -0.05
C -3.586 5.272 2.999 -1.6 -0.1 0.7 -0.24
O -2.329 4.892 3.460 3.1 -1.8 1.9 -0.04
C -2.176 3.961 4.489 -1.9 1.1 -0.7 -0.28
O -3.094 3.361 5.008 1.8 0.7 -0.8 0.15
C -0.654 3.851 4.986 -1.9 -0.1 -2.3 -0.54
F 0.135 4.602 4.173 -0.1 -0.8 0.7 0.14
F -0.545 4.259 6.209 0.2 0.8 1.3 0.22
F -0.319 2.563 4.957 0.3 0.3 -0.3 0.16
H -3.463 7.090 3.990 -0.1 0.2 0.5 0.08
H -4.247 5.836 5.026 0.3 -0.1 -0.1 0.08
H -5.144 6.627 3.764 0.0 -0.1 -0.3 0.08
H -3.440 5.798 2.056 0.1 -0.3 0.0 0.12
H -4.182 4.368 2.873 -0.3 0.1 -0.2 0.13